(1)
159
Properties=species:S:1:pos:R:3:forces:R:3 method="wB97M-V/def2-TZVPD" smiles=COCCCCCCCCCCCCc1ccc(CCCCCCCCCCOC)c2nsnc12.CC(C)O.CC(C)O.CC(C)O.CC(C)O.CC(C)O.CC(C)O charge=0
C -2.094 -1.614 4.866 0.118 -0.500 0.381
O -3.403 -1.508 4.229 1.128 0.904 -0.456
C -3.348 -0.550 3.124 0.300 0.654 0.040
C -4.795 -0.114 2.585 -0.371 -0.250 0.077
C -5.713 -1.371 2.167 0.518 -0.498 -0.113
C -5.076 -2.261 0.956 -0.858 -0.042 0.690
C -5.371 -1.635 -0.500 -0.006 0.373 0.203
C -4.110 -1.636 -1.493 -0.239 -1.143 0.072
C -3.693 -3.174 -1.815 0.328 0.409 0.383
C -2.938 -3.351 -3.224 0.834 0.318 0.517
C -1.591 -4.271 -3.122 -1.553 -0.944 -0.483
C -1.935 -5.671 -2.358 -0.187 0.035 -1.205
C -0.733 -6.744 -2.412 -1.295 -0.581 0.596
C 0.392 -6.584 -1.264 1.123 0.848 -0.387
C 0.524 -5.124 -0.621 -0.347 2.789 1.861
C -0.470 -4.467 0.368 3.531 0.705 -1.839
C -0.230 -3.023 0.995 3.486 0.079 -2.071
C 1.039 -2.148 0.692 -2.130 -3.340 -0.214
C 1.304 -0.711 1.363 0.042 -0.333 -0.426
C 1.060 0.462 0.271 -0.350 -1.163 0.265
C -0.418 0.208 -0.348 0.877 1.117 -0.789
C -0.995 1.506 -1.155 -1.400 -1.610 0.611
C -1.801 2.531 -0.201 0.938 0.673 -0.780
C -0.755 3.679 0.264 -0.986 0.324 -0.075
C -1.453 5.033 0.781 0.259 -0.024 0.582
C -2.345 4.835 2.110 0.690 0.173 -0.269
C -1.510 4.307 3.391 -0.847 0.229 0.199
C -0.923 5.489 4.313 -0.194 -1.642 0.580
O 0.487 5.638 4.002 -0.194 0.214 1.106
C 1.265 5.954 5.187 0.573 0.782 -0.266
C 2.063 -2.790 -0.341 0.259 0.305 0.148
N 3.280 -2.111 -0.746 -3.241 -4.310 -0.316
S 4.031 -3.208 -1.837 -3.385 -0.710 1.787
N 2.934 -4.554 -1.857 -2.133 2.623 2.761
C 1.821 -4.247 -0.981 1.425 1.656 -0.036
H -1.914 -0.766 5.630 -0.258 -1.050 -1.380
H -2.070 -2.596 5.464 -0.173 1.454 -1.018
H -1.246 -1.655 4.083 -1.248 0.183 1.167
H -2.702 -1.026 2.298 -0.972 0.772 0.938
H -2.783 0.397 3.493 -0.910 -1.372 -0.645
H -4.653 0.623 1.701 -0.080 -1.278 1.346
H -5.376 0.466 3.396 1.111 -0.857 -1.102
H -5.777 -2.051 3.099 0.004 1.082 -1.454
H -6.788 -1.052 1.879 1.804 -0.365 0.500
H -5.591 -3.296 1.037 1.061 1.577 -0.212
H -3.964 -2.396 1.190 -1.460 0.123 -0.591
H -6.231 -2.240 -0.976 1.325 1.021 0.638
H -5.762 -0.561 -0.323 0.647 -1.582 -0.457
H -3.212 -1.125 -0.981 -1.342 -0.571 -0.900
H -4.341 -1.139 -2.502 0.210 -0.436 1.634
H -2.980 -3.487 -0.959 -1.164 0.299 -1.383
H -4.627 -3.850 -1.768 1.440 1.037 -0.048
H -2.580 -2.319 -3.580 -0.617 -1.352 0.448
H -3.659 -3.745 -4.025 1.092 0.404 1.186
H -0.722 -3.705 -2.641 -1.242 -0.789 -0.747
H -1.373 -4.585 -4.218 0.207 0.675 1.921
H -2.801 -6.128 -2.985 1.339 0.657 1.077
H -2.367 -5.510 -1.310 0.869 -0.273 -1.469
H -0.323 -6.773 -3.484 -0.269 0.310 1.727
H -1.222 -7.784 -2.240 0.826 1.669 -0.324
H 1.414 -6.800 -1.771 -1.629 0.391 1.017
H 0.297 -7.338 -0.409 -0.209 1.060 -1.269
H -1.421 -5.022 0.676 1.635 0.849 -0.525
H -1.040 -2.630 1.698 1.386 -0.546 -1.055
H 2.388 -0.658 1.768 -1.769 -0.238 -0.696
H 0.579 -0.546 2.254 1.132 -0.467 -1.515
H 1.178 1.472 0.794 -0.323 -1.353 -0.798
H 1.870 0.361 -0.532 -1.193 0.253 1.036
H -1.100 -0.092 0.533 0.780 0.404 -1.581
H -0.350 -0.631 -1.148 -0.119 1.111 1.697
H -1.778 1.066 -1.891 1.320 0.748 1.029
H -0.172 1.988 -1.787 -1.139 -0.477 1.068
H -2.283 2.023 0.719 0.847 0.595 -1.540
H -2.654 2.971 -0.849 1.343 -0.431 1.204
H -0.084 3.966 -0.628 -0.960 -0.575 1.430
H -0.112 3.233 1.099 -0.704 0.767 -1.239
H -2.113 5.527 -0.036 1.219 -0.944 1.260
H -0.606 5.774 1.042 -1.367 -1.045 -0.496
H -3.218 4.123 1.874 1.238 1.121 0.458
H -2.747 5.879 2.394 0.292 -1.695 -0.450
H -2.246 3.675 4.021 1.196 1.049 -0.829
H -0.635 3.617 3.131 -1.227 1.025 0.207
H -0.982 5.109 5.411 -0.100 0.788 -1.681
H -1.510 6.474 4.221 0.961 -1.335 0.011
H 1.619 5.019 5.770 -0.890 1.331 -0.840
H 2.222 6.497 4.817 -1.612 -0.837 0.612
H 0.648 6.679 5.824 1.155 -1.061 -0.564
C 2.118 10.181 3.750 -0.267 0.013 -0.184
C 2.104 10.584 5.217 0.600 -0.286 -0.253
C 3.407 11.257 5.619 0.007 0.239 0.210
O 1.898 9.427 6.024 -0.251 -0.044 0.189
H 2.921 9.464 3.550 0.059 0.114 0.054
H 1.180 9.688 3.478 0.047 0.086 0.047
H 2.258 11.050 3.103 0.020 -0.076 0.011
H 1.267 11.263 5.403 -0.006 -0.210 0.126
H 4.255 10.577 5.484 -0.073 0.012 -0.137
H 3.387 11.531 6.677 -0.059 0.020 -0.113
H 3.585 12.159 5.027 0.036 -0.067 0.040
H 2.634 8.819 5.867 -0.135 0.163 0.002
C 4.370 3.054 2.487 0.086 -0.237 -0.194
C 4.320 4.519 2.084 -0.336 -0.134 0.602
C 4.883 5.414 3.177 0.199 0.251 -0.046
O 2.971 4.891 1.815 0.023 0.059 -0.201
H 3.770 2.875 3.385 0.090 0.116 0.038
H 3.952 2.424 1.697 0.091 0.085 0.015
H 5.397 2.733 2.684 -0.077 -0.023 0.019
H 4.888 4.666 1.160 -0.208 0.046 -0.005
H 4.300 5.317 4.099 0.046 -0.159 -0.039
H 4.830 6.465 2.879 0.047 -0.101 -0.047
H 5.925 5.164 3.395 -0.066 0.035 0.038
H 2.458 4.765 2.627 -0.051 0.103 -0.177
C -3.120 -9.325 -5.371 0.190 0.251 -0.093
C -2.694 -10.249 -4.241 -0.669 -0.075 -0.252
C -3.149 -11.678 -4.493 0.180 -0.253 0.088
O -3.251 -9.784 -3.013 0.185 0.095 0.241
H -4.210 -9.300 -5.466 0.042 -0.148 -0.011
H -2.796 -8.299 -5.171 0.051 -0.112 -0.017
H -2.694 -9.646 -6.325 -0.064 0.039 0.038
H -1.606 -10.223 -4.135 -0.120 0.079 0.194
H -4.241 -11.735 -4.557 0.050 0.102 -0.105
H -2.847 -12.328 -3.668 0.045 0.076 -0.092
H -2.724 -12.070 -5.421 -0.066 0.000 0.052
H -4.214 -9.803 -3.096 0.210 -0.003 -0.016
C -1.096 10.249 -1.318 -0.109 0.062 -0.303
C -1.651 9.124 -0.458 0.592 0.330 0.273
C -1.798 9.558 0.992 -0.248 -0.085 0.183
O -0.779 7.999 -0.530 -0.115 -0.153 -0.136
H -0.101 10.550 -0.973 -0.096 0.009 0.121
H -0.984 9.920 -2.355 -0.085 0.016 0.098
H -1.752 11.123 -1.297 0.078 -0.022 -0.008
H -2.623 8.809 -0.848 0.162 -0.167 0.001
H -0.828 9.835 1.417 -0.016 0.079 -0.123
H -2.187 8.736 1.600 -0.024 0.059 -0.095
H -2.475 10.411 1.082 0.064 -0.035 0.035
H 0.084 8.267 -0.187 -0.178 -0.053 -0.060
C 6.942 -7.354 -0.771 0.109 -0.290 -0.063
C 7.631 -6.046 -1.130 -0.666 0.051 0.261
C 7.420 -4.996 -0.051 0.207 0.216 0.102
O 7.115 -5.564 -2.368 0.112 0.066 -0.254
H 5.861 -7.211 -0.672 0.069 0.107 0.091
H 7.092 -8.096 -1.560 0.064 0.075 0.084
H 7.328 -7.759 0.168 -0.063 0.007 -0.047
H 8.701 -6.221 -1.269 -0.114 0.081 -0.199
H 6.355 -4.771 0.073 0.016 -0.152 0.016
H 7.910 -4.058 -0.327 0.024 -0.119 0.022
H 7.821 -5.330 0.909 -0.055 0.044 -0.035
H 6.166 -5.406 -2.255 0.244 -0.089 0.028
C 0.999 -4.318 -7.951 -0.247 0.016 -0.184
C 1.002 -3.892 -6.491 0.505 -0.285 -0.297
C 2.304 -3.228 -6.100 0.169 0.354 0.214
O 0.801 -5.030 -5.663 -0.357 -0.233 0.227
H 1.795 -5.044 -8.148 0.069 0.126 0.059
H 0.055 -4.807 -8.206 0.048 0.111 0.042
H 1.139 -3.459 -8.613 0.014 -0.081 0.011
H 0.172 -3.203 -6.310 -0.037 -0.211 0.142
H 3.147 -3.917 -6.225 -0.063 0.012 -0.121
H 2.279 -2.947 -5.043 -0.027 0.024 -0.100
H 2.494 -2.334 -6.699 0.031 -0.055 0.042
H 1.529 -5.647 -5.816 -0.113 0.184 0.019

---

(2)
170
Properties=species:S:1:pos:R:3:forces:R:3 method="wB97M-V/def2-TZVPD" charge=+1
C -1.217 3.953 -0.112 -1.112 -0.765 0.217
C -1.735 2.702 -0.975 0.786 2.577 -1.068
N -1.118 1.427 -0.685 -1.453 0.260 2.145
C -1.883 0.235 -0.399 1.833 -1.068 0.077
C -2.140 -0.360 -1.904 -1.168 -1.778 0.042
I -0.691 0.336 -3.418 -0.436 -0.365 0.463
C -3.549 -0.143 -2.548 -0.698 -0.069 -0.642
C -3.981 1.303 -3.002 -0.933 0.102 -0.339
C -3.168 0.301 0.570 -1.799 3.318 -1.407
S -3.462 1.843 1.602 0.690 0.215 0.229
N -3.355 -0.858 1.558 -1.097 -0.818 -2.030
C -4.659 -1.425 0.995 -2.039 -1.392 -1.621
O -5.087 -2.618 1.637 2.303 0.434 0.326
O -6.446 -2.495 1.816 -2.587 0.265 -0.055
B -3.718 -0.388 2.987 -0.608 1.868 4.076
N -2.743 -0.053 4.058 -0.082 -0.928 -2.297
O -5.052 -0.303 3.458 1.336 -0.315 -1.673
C -2.134 -1.733 1.388 2.560 -1.963 -1.235
S -2.345 -3.175 0.159 -2.724 -0.231 -0.406
C -1.528 -2.545 2.596 0.831 0.528 1.129
C -2.425 -3.585 3.363 0.298 -1.011 0.654
C -2.219 -5.112 2.923 -0.638 0.107 1.169
C -0.739 -5.627 3.143 0.243 -0.248 -0.564
C -0.001 -6.038 1.796 0.061 -0.389 0.953
C -0.791 -7.070 0.892 0.216 0.181 -1.000
C -0.610 -6.724 -0.660 0.593 -0.468 -0.294
C 0.915 -6.501 -0.979 -0.358 -0.577 0.584
O 1.212 -6.536 -2.415 0.546 1.973 0.215
C 2.434 -5.821 -2.546 1.064 -0.587 0.244
C 2.571 -4.517 -3.396 -0.983 0.272 0.141
O 3.395 -6.235 -1.939 -0.835 0.532 -0.642
C -1.028 -0.787 0.550 1.002 -1.494 1.464
N -0.260 -1.881 -0.105 1.430 1.937 -1.603
C 0.682 -1.539 -0.831 0.039 0.437 1.174
O 1.647 -1.203 -1.382 -0.377 -0.670 -0.174
C 0.029 -0.174 1.554 2.191 2.704 2.719
C 0.013 1.239 2.052 0.925 -1.111 0.495
C 0.998 1.789 3.006 0.611 -1.886 -0.159
C 2.097 0.976 3.544 -1.891 -1.198 -2.101
C 2.173 -0.419 3.061 -1.457 1.366 -0.359
C 1.178 -0.949 2.141 -0.578 0.747 -0.357
H -1.836 4.028 0.835 0.896 -0.101 -0.861
H -1.442 4.878 -0.703 0.505 -0.848 0.565
H -0.130 3.882 0.144 -1.018 0.188 -0.390
H -1.477 3.001 -2.046 -0.428 -0.453 1.055
H -2.854 2.744 -0.927 1.054 -0.684 0.023
H -0.114 1.384 -0.575 -0.348 0.107 0.191
H -1.947 -1.475 -1.959 -0.316 1.326 0.406
H -4.397 -0.545 -1.903 1.133 0.297 -0.532
H -3.592 -0.794 -3.476 0.261 0.669 1.163
H -4.668 1.796 -2.248 0.872 -0.436 -0.671
H -3.159 2.015 -3.264 -0.547 -0.808 0.369
H -4.611 1.189 -3.938 0.697 0.173 1.092
H -4.083 0.444 -0.083 1.088 -1.008 0.645
H -4.629 2.427 1.165 0.538 -0.954 -0.281
H -4.570 -1.665 -0.111 0.680 0.302 1.320
H -5.516 -0.696 1.047 1.232 -0.379 0.528
H -6.696 -2.823 2.704 0.863 0.086 -0.190
H -1.806 0.114 3.679 -0.111 -0.101 0.559
H -2.718 -0.814 4.743 0.024 0.544 0.035
H -5.096 0.438 4.090 0.159 -0.661 -0.112
H -1.489 -4.181 0.503 -0.155 1.064 0.400
H -1.029 -1.891 3.377 -0.771 -0.436 -1.106
H -0.647 -3.122 2.173 -1.082 0.829 0.285
H -2.068 -3.582 4.443 -0.378 0.182 -1.235
H -3.524 -3.362 3.431 1.002 0.044 -0.433
H -2.870 -5.699 3.645 0.613 0.666 -0.911
H -2.645 -5.328 1.906 0.619 0.309 1.003
H -0.747 -6.524 3.826 -0.066 0.901 -0.703
H -0.091 -4.852 3.658 -0.816 -0.736 -0.493
H 0.301 -5.091 1.257 -0.438 -0.986 0.296
H 0.962 -6.556 2.101 -0.928 0.842 -0.440
H -1.896 -7.118 1.084 1.033 0.212 0.064
H -0.397 -8.116 1.087 -0.396 1.219 -0.269
H -0.980 -7.580 -1.304 0.368 0.909 0.774
H -1.191 -5.814 -0.977 0.439 -0.766 0.423
H 1.265 -5.494 -0.604 -0.372 -1.223 -0.100
H 1.502 -7.338 -0.499 -0.457 1.067 -0.284
H 1.577 -4.116 -3.760 1.126 -0.682 0.215
H 3.011 -3.708 -2.738 -0.360 -1.113 -0.582
H 3.284 -4.677 -4.247 -0.775 -0.002 0.811
H -0.753 1.960 1.685 0.734 -0.794 0.334
H 0.933 2.863 3.338 -0.134 -1.322 -0.575
H 2.862 1.377 4.253 -0.892 -0.329 -0.764
H 3.000 -1.097 3.410 -1.060 0.824 -0.452
H 1.291 -2.024 1.822 -0.038 1.359 0.436
C 2.453 7.550 -1.562 -0.097 0.242 0.077
C 2.160 6.377 -0.640 0.372 -0.108 -0.684
C 3.257 5.328 -0.716 0.068 -0.125 0.146
O 0.910 5.786 -1.003 -0.206 0.124 0.123
H 2.509 7.221 -2.605 0.106 -0.088 0.059
H 1.652 8.291 -1.506 0.067 -0.019 0.070
H 3.395 8.034 -1.298 -0.035 -0.019 -0.042
H 2.063 6.733 0.388 -0.192 -0.094 -0.051
H 3.341 4.923 -1.730 -0.044 0.146 -0.049
H 3.029 4.486 -0.057 0.050 0.088 0.058
H 4.222 5.746 -0.426 -0.048 -0.091 0.052
H 0.983 5.466 -1.912 0.107 0.033 0.102
C 6.859 3.935 1.037 -0.102 -0.120 -0.193
C 6.920 5.438 1.252 0.115 -0.435 0.557
C 7.963 5.807 2.295 0.106 0.251 -0.015
O 5.638 5.910 1.675 -0.213 0.257 -0.163
H 6.582 3.420 1.963 0.121 0.104 0.082
H 6.099 3.684 0.295 0.127 0.058 -0.052
H 7.821 3.546 0.696 -0.080 -0.012 -0.014
H 7.152 5.934 0.307 -0.216 0.023 0.038
H 7.724 5.356 3.263 0.013 -0.116 -0.082
H 7.988 6.889 2.447 0.024 -0.052 -0.078
H 8.959 5.474 1.992 -0.037 0.002 0.048
H 5.423 5.477 2.510 0.104 0.022 -0.092
C -2.499 7.043 -5.023 0.082 -0.032 -0.250
C -2.863 5.793 -4.238 0.031 0.633 0.311
C -3.954 6.079 -3.217 -0.163 -0.190 0.067
O -1.703 5.297 -3.568 0.135 -0.364 0.027
H -2.117 7.823 -4.357 -0.133 -0.027 0.057
H -1.707 6.826 -5.743 -0.098 -0.037 0.006
H -3.363 7.437 -5.562 0.053 0.020 0.030
H -3.198 5.012 -4.925 0.185 -0.083 0.099
H -3.621 6.826 -2.491 0.014 0.069 -0.125
H -4.198 5.174 -2.653 -0.016 -0.001 -0.089
H -4.862 6.444 -3.702 0.032 0.006 0.057
H -1.398 5.980 -2.956 -0.066 -0.023 -0.094
C 2.608 6.442 4.687 0.054 -0.062 -0.275
C 2.258 5.176 5.454 0.105 0.695 0.464
C 1.159 5.433 6.474 -0.202 -0.229 0.032
O 3.420 4.687 6.121 0.044 -0.347 -0.181
H 2.977 7.218 5.364 -0.129 -0.035 0.047
H 3.406 6.246 3.966 -0.092 -0.010 -0.010
H 1.741 6.832 4.149 0.053 0.032 0.022
H 1.936 4.400 4.755 0.182 -0.088 0.088
H 1.478 6.175 7.211 0.011 0.067 -0.132
H 0.925 4.519 7.024 -0.003 0.022 -0.084
H 0.247 5.792 5.990 0.029 0.024 0.054
H 3.714 5.365 6.742 -0.047 -0.075 -0.079
C 4.114 -9.425 -3.665 0.236 -0.080 0.011
C 2.855 -10.276 -3.699 -0.070 0.695 0.007
C 1.818 -9.693 -4.647 -0.170 -0.145 -0.151
O 2.303 -10.359 -2.386 -0.069 -0.295 0.147
H 3.890 -8.414 -3.312 -0.068 -0.030 -0.082
H 4.845 -9.848 -2.973 -0.041 -0.034 -0.081
H 4.571 -9.356 -4.656 -0.006 0.015 0.041
H 3.105 -11.292 -4.010 -0.097 -0.019 0.213
H 1.518 -8.690 -4.327 0.140 0.013 0.010
H 0.915 -10.307 -4.653 0.091 -0.027 -0.030
H 2.206 -9.632 -5.667 -0.034 0.019 0.032
H 2.078 -9.463 -2.103 0.090 -0.059 -0.121
C -8.228 -6.683 -0.015 -0.026 -0.270 0.013
C -8.641 -5.889 1.214 0.335 0.311 -0.507
C -9.127 -4.499 0.839 -0.182 0.141 0.101
O -7.528 -5.777 2.104 0.007 -0.018 0.360
H -7.405 -6.188 -0.540 -0.098 0.109 -0.003
H -7.870 -7.674 0.271 -0.094 0.043 0.010
H -9.063 -6.800 -0.709 0.063 0.007 0.001
H -9.430 -6.423 1.747 0.190 0.015 0.151
H -8.334 -3.931 0.343 -0.011 -0.117 -0.079
H -9.409 -3.938 1.733 -0.066 -0.078 -0.033
H -9.990 -4.548 0.171 0.038 0.030 0.029
H -6.825 -5.307 1.639 -0.123 -0.097 -0.056
C 6.639 3.635 -4.324 -0.055 -0.283 -0.006
C 6.208 4.385 -3.073 0.435 0.377 -0.488
C 5.764 5.801 -3.401 -0.193 0.123 0.159
O 7.294 4.430 -2.148 -0.087 -0.115 0.286
H 7.488 4.133 -4.803 -0.104 0.102 0.001
H 6.966 2.624 -4.072 -0.084 0.045 0.011
H 5.822 3.569 -5.046 0.062 0.011 -0.007
H 5.391 3.847 -2.586 0.168 -0.002 0.164
H 6.584 6.372 -3.849 -0.016 -0.120 -0.100
H 5.468 6.331 -2.493 -0.035 -0.072 -0.045
H 4.921 5.800 -4.096 0.045 0.043 0.001
H 8.023 4.903 -2.569 -0.104 -0.067 0.009

---

no.,HOMO (eV)
1,-8.1
2,-10.9